Record 1
The following is a DFT calculation (the ωB97M-V functional and the def2-TZVPD basis) of a cluster of 7 separate species, C21H50ClN6O9 in total at a distorted geometry.

```
87
Properties=species:S:1:pos:R:3:forces:R:3
Cl 0.9137 0.5739 0.1962 0.9799 0.7535 -0.6072
O 0.9687 0.4259 -1.2490 -0.1821 -0.1866 0.0651
O -2.5878 4.7631 0.3679 -0.1789 0.7284 -0.0338
O 2.2019 0.2387 0.7601 -0.5073 -0.3307 0.0719
O 3.4853 5.7829 1.5958 0.0921 0.0877 -0.4047
O 0.6381 1.9639 0.5037 -0.4882 -0.2890 0.2146
O -0.1267 -0.2890 0.7155 -0.1050 -0.0012 0.2691
O 4.1949 -1.8818 -3.0422 0.0810 0.1066 -0.1868
O 3.6918 -0.6833 4.0004 1.0416 0.0539 0.2211
O -2.2436 3.7003 -2.3651 -0.4836 1.0224 1.0630
N 2.0835 5.3906 3.3639 0.1029 -0.4695 -0.5903
N -3.0265 2.8294 1.4761 0.4016 0.4114 0.3561
N 3.4346 -0.0347 -4.1387 -0.8410 0.1913 -0.1556
N 1.6794 -1.2635 4.9114 0.1621 0.7742 -0.7480
N -0.9041 -4.5743 -1.2018 0.3038 -0.0971 -0.3955
N -2.1000 1.5719 -3.1309 0.3212 -0.6342 -0.4916
C -1.8443 2.8952 -3.1467 0.2556 -0.6345 -1.0618
C 0.2706 -1.3537 4.6492 -0.4790 -0.7081 0.5494
C -2.7097 0.8983 -2.0236 -0.4831 -0.1814 0.6222
C -2.5414 -2.6398 -1.3805 -0.1749 -0.2368 -0.4669
C -1.6648 -3.5631 -0.5344 -1.0095 0.8139 1.6343
C -2.7766 -6.1966 -1.3032 -0.5166 -0.0035 -0.1003
C 0.2799 -4.0579 -1.9083 0.0523 0.2396 0.9146
C -4.3779 2.6990 1.0102 0.3059 -0.6495 -0.2807
C -1.7079 -5.4225 -2.0652 -0.3799 0.0454 0.1561
C 4.7331 0.4142 -4.5563 0.1664 0.4234 0.6893
C 3.0777 6.0445 2.6983 -0.4372 -0.1388 0.5372
C 1.9348 5.5260 4.7714 -0.3762 0.2547 0.8184
C -1.6142 0.7094 -4.1770 -0.1969 -0.1634 -0.3979
C -2.5786 1.8375 2.4023 0.1339 -1.0391 0.5903
C 1.3338 4.2905 2.7527 -0.3168 1.3293 -0.7566
C 2.2541 0.7780 -4.4249 0.5174 0.0396 0.1944
C 2.1999 -2.0855 5.9456 0.0495 -0.3453 0.6845
C -2.2469 3.8928 1.1245 0.0356 -0.8272 -0.0373
C 1.4135 -5.0840 -1.8299 -0.6679 -0.8972 -1.0821
C 3.2942 -1.1353 -3.3830 0.0407 -0.5151 0.4166
C 2.5006 -0.5773 4.0475 -1.3284 -0.1079 0.1517
H -0.3214 -1.0617 5.5273 0.0893 0.2664 -0.1065
H 5.0494 -0.1144 -5.4525 0.3008 0.1319 -0.0839
H 1.9062 0.1044 3.4175 0.2142 -0.0807 -0.2849
H 4.7090 1.4966 -4.6874 -0.1255 -0.0543 -0.4359
H 3.2597 -1.9036 6.0870 0.1165 0.0140 -0.2292
H -2.2514 -4.8401 -2.8379 0.3856 -0.0709 -0.0661
H -2.3672 -6.7873 -0.4830 0.0381 -0.0190 -0.0729
H 1.4315 4.3894 1.6731 0.4047 -0.4252 0.0140
H -1.2198 -0.2120 -3.7482 0.0579 -0.0171 0.0277
H 0.8778 5.4799 5.0515 0.0005 -0.0756 -0.1158
H 2.3653 1.2320 -5.4102 -0.0673 0.0066 0.0028
H 5.4354 0.2808 -3.7312 0.1192 -0.4423 -0.2216
H -1.5523 1.9516 2.7509 0.0821 0.4432 -0.3935
H -2.4349 0.4615 -4.8640 0.0973 -0.1950 0.0576
H -3.1924 1.7930 3.3168 -0.1402 0.1920 -0.2134
H -3.4078 -3.2092 -1.7347 0.0218 0.1554 -0.2054
H 2.4467 4.7214 5.3103 0.0638 0.0859 0.0883
H 1.3098 -5.6582 -0.9105 0.1848 0.2915 0.2071
H -1.2460 3.1673 -4.0365 0.1108 0.0601 -0.0105
H 2.2511 -1.3066 -3.0766 -0.0380 0.0024 0.0011
H 1.2845 -5.8321 -2.6329 0.1193 0.1702 0.1591
H -3.3587 -6.8343 -1.9780 0.3730 -0.1820 -0.0147
H -1.9502 0.4005 -1.4130 0.0075 0.2449 0.2049
H -4.4526 1.7726 0.4255 -0.1569 0.0371 0.0461
H 0.0040 -2.4092 4.4867 0.0142 0.1313 -0.2259
H -2.3344 -4.0262 0.2091 -0.0115 -0.2977 -0.3550
H -0.0376 -0.7897 3.7757 0.1495 0.1675 -0.0953
H 2.1408 1.5515 -3.6615 -0.1443 0.0717 -0.1118
H 0.6006 -3.1575 -1.3743 -0.0949 -0.0104 -0.1051
H -2.0128 -2.2380 -2.2484 0.0408 -0.0384 0.0045
H 2.2817 6.4985 5.1272 0.2640 -0.0960 -0.0882
H -3.3035 1.6066 -1.4514 0.3212 0.1378 0.1905
H 2.4150 -4.6932 -1.9490 0.1135 0.3667 0.1073
H -3.4101 0.1110 -2.3251 0.1010 0.1313 -0.4537
H -4.6052 3.5261 0.3486 -0.1828 0.2151 0.1687
H 2.0365 -3.1496 5.7428 0.0620 -0.0232 0.0084
H 0.2744 4.5221 2.9106 0.0663 -0.4197 0.4218
H -3.5474 -5.5327 -0.8969 0.2924 0.1060 0.1427
H -1.0176 -6.1030 -2.5651 -0.1394 -0.0739 -0.0794
H 1.7013 -1.8378 6.8916 -0.0407 -0.1226 -0.0439
H -2.6081 0.8339 1.9589 -0.0416 0.1109 -0.0876
H 1.3686 0.1493 -4.4211 -0.0455 -0.0098 0.0424
H -1.2443 3.8130 1.5691 0.0225 0.0953 -0.0072
H 3.4533 6.8983 3.2961 0.1375 -0.0752 -0.0101
H 1.6099 3.2985 3.0943 0.0902 -0.0609 0.0522
H -5.0416 2.5900 1.8704 -0.2651 0.3010 -0.1042
H -1.0648 -2.9671 0.1593 0.6058 0.0335 -0.5674
H -2.9375 -1.7846 -0.8354 0.1832 -0.0814 0.2918
H 0.0007 -3.7463 -2.9266 0.3428 -0.1404 -0.0633
H -0.8268 1.1611 -4.7805 0.0087 0.2230 0.1906
```
Forces are in eV/Å.

The HOMO energy comes out at -0.230 Ha. As for the total charge: -1. Its HOMO-LUMO gap is 0.3225 Ha. The calculation puts the total energy at -2295.8403 Ha.

***

Record 2
The following is a DFT calculation (the ωB97M-V functional and the def2-TZVPD basis) of a cluster of 2 separate species, CH2N2O2 in total at a distorted geometry.

```
7
Properties=species:S:1:pos:R:3:forces:R:3
O -1.8420 0.0937 0.2680 0.6664 0.3085 -1.0488
O 1.2182 0.3392 -0.5022 1.2984 -0.2953 -1.0424
N 0.3522 -0.7295 -0.3177 0.0817 -3.2038 -1.0882
N 0.3375 1.2280 -0.0730 -0.8602 0.6153 2.6463
C -0.6858 0.1994 -0.0203 -1.0528 -0.9559 1.2681
H 0.1640 0.4700 1.5997 0.3177 1.2605 -1.9068
H 0.4560 -1.6009 -0.9546 -0.4513 2.2706 1.1719
```
Forces are in eV/Å.

The HOMO energy (spin up / spin down) comes out at -0.367 / -0.374 Ha. As for the total charge: 0. Its HOMO-LUMO gap (spin up / spin down) is 0.3261 / 0.3219 Ha. The calculation puts the total energy at -299.0353 Ha.

***

Record 3
The following is a DFT calculation (the ωB97M-V functional and the def2-TZVPD basis) of the ion C4H6N3O with charge +1 at a distorted geometry.

```
14
Properties=species:S:1:pos:R:3:forces:R:3
O 1.4880 1.8337 -0.2011 -0.3498 0.3078 -0.0217
N -2.0292 -0.9197 0.0296 -0.4668 -0.6515 -0.0185
N -0.2689 0.3557 -0.0835 -1.0802 0.5915 0.0628
N -0.7597 -0.8962 -0.1038 0.6557 0.1076 -0.0130
C 2.1286 -0.7444 -0.0010 -1.7509 3.4211 -0.3015
C -2.4370 0.3380 0.1520 0.3169 0.5325 -0.0352
C 1.1409 0.7198 -0.1319 2.8952 -3.9852 0.3410
C -1.3263 1.1711 0.0790 -0.2041 -0.3573 -0.0052
H -3.4725 0.5872 0.2817 -0.1019 0.0150 0.0125
H 3.1501 -0.3887 -0.0305 0.0614 0.0232 -0.0104
H -1.2359 2.2392 0.1416 0.1905 0.1226 -0.0178
H 1.9133 -1.3702 -0.8555 -0.0302 -0.1880 -0.1738
H 1.8958 -1.1980 0.9529 -0.0573 -0.1388 0.1434
H -0.1871 -1.7275 -0.2296 -0.0783 0.1995 0.0372
```
Forces are in eV/Å.

The HOMO energy comes out at -0.580 Ha. As for the total charge: +1. Its HOMO-LUMO gap is 0.3795 Ha. Its structure (SMILES) is CC(=O)[n+]1ccn[nH]1. The calculation puts the total energy at -395.2038 Ha.

***

Looking at energy above the lowest of the compared OMol25 structures with the same formula, charge and spin for the records above, in order, we have 34.56; 791.68; 117.51 kJ/mol.